# 1
64
Properties=species:S:1:pos:R:3 method="wB97M-V/def2-TZVPD" lumo_energy_ev=0.59 energy_ha=-1440.4485 gap_ev=8.252 spin_multiplicity=1
C 1.65674 2.47057 5.27576
H 2.67282 2.14434 5.02884
O 1.00363 3.02364 4.16126
C 0.80980 2.24329 3.05941
C 0.15828 2.85030 1.99587
C -0.07399 2.14485 0.82392
C 0.35692 0.82395 0.68537
C 0.96891 0.20951 1.78366
C 1.20198 0.91319 2.96034
H 1.68357 0.42764 3.79142
O 1.29413 -1.10807 1.62838
C 1.96538 -1.77461 2.66371
H 1.35959 -1.82805 3.57568
H 2.14145 -2.78429 2.29503
H 2.92766 -1.30598 2.89559
C 0.18812 0.06634 -0.61877
C -1.27999 -0.00151 -0.98444
C -1.79894 0.45454 -2.18983
C -3.16297 0.37906 -2.43877
C -4.04103 -0.15691 -1.48029
C -3.51104 -0.63321 -0.27253
C -2.14484 -0.53889 -0.04209
H -1.72273 -0.89702 0.88192
O -4.38293 -1.18687 0.63029
C -3.88707 -1.58387 1.88408
H -3.16435 -2.40106 1.79244
H -4.75517 -1.93417 2.44129
H -3.42582 -0.74761 2.41944
O -5.35368 -0.19730 -1.86045
C -6.36308 -0.09089 -0.88225
H -6.14949 0.71062 -0.17004
H -6.50221 -1.02705 -0.33676
H -7.27271 0.14844 -1.43339
O -3.76060 0.81177 -3.58496
C -2.95531 1.35280 -4.60024
H -3.63848 1.61021 -5.40817
H -2.43513 2.25819 -4.26790
H -2.22223 0.62641 -4.96753
H -1.14522 0.86764 -2.93891
C 1.09701 0.64704 -1.71312
H 0.86339 1.69584 -1.90694
C 2.57031 0.56780 -1.31137
N 2.98773 -0.78705 -1.04785
C 4.26348 -0.89746 -0.37107
C 4.57391 -2.38270 -0.48882
H 5.62023 -2.61492 -0.29901
H 3.95198 -2.93720 0.21298
C 4.14770 -2.68789 -1.92674
H 4.98868 -2.54547 -2.60625
H 3.79134 -3.71002 -2.04001
C 3.04565 -1.65523 -2.21710
H 2.07197 -2.13300 -2.35694
H 3.28005 -1.08607 -3.13143
H 4.16559 -0.55666 0.66119
H 5.05280 -0.29829 -0.86197
H 2.71832 1.14414 -0.39406
H 3.18328 1.03553 -2.10841
H 0.94980 0.08188 -2.63482
H 0.53867 -0.95227 -0.43146
O -0.73032 2.80004 -0.16852
H -1.00601 2.16180 -0.84300
H -0.16990 3.87206 2.07757
H 1.70767 3.26967 6.01385
H 1.09674 1.62848 5.69688


# 2
13
Properties=species:S:1:pos:R:3 method="wB97M-V/def2-TZVPD" total_charge=+1 lumo_energy_ev="-5.79 / -6.08" energy_ha=-839.0089 gap_ev="6.800 / 6.478" spin_multiplicity=1 de_lowest_kcal_mol=120.60
C -0.88682 0.05443 -0.79940
C 3.04806 -0.17272 1.22697
N -0.56448 2.05487 0.10269
N -1.23727 1.40123 -0.64688
N 0.02448 -0.47554 0.12634
I 1.85634 1.39913 0.95921
I 4.22122 -0.92352 -0.29006
H -1.99590 -0.24771 -0.92394
H -0.36359 0.14686 -1.88658
H 2.85489 -0.58397 2.30049
H -0.75857 3.00360 0.35184
H -0.59196 -0.89982 0.95269
H 0.70541 -1.16890 -0.21604


# 3
17
Properties=species:S:1:pos:R:3 method="wB97M-V/def2-TZVPD" lumo_energy_ev=1.06 energy_ha=-305.9493 gap_ev=10.213 spin_multiplicity=1 de_lowest_kcal_mol=46.76
C -2.27624 -0.09637 -0.09450
C -1.45360 0.39876 -1.29562
N -0.15150 0.60005 -0.69594
C 0.57131 -0.43548 -0.61410
C 1.42864 -0.61066 0.58775
C 2.54430 0.29170 0.94626
N 1.26637 0.39877 1.62515
H -3.35614 -0.03254 -0.23715
H -1.98746 0.49436 0.78195
H -2.00429 -1.13407 0.13706
H -1.44572 -0.35811 -2.09524
H -1.84327 1.33819 -1.69476
H 0.41748 -1.31054 -1.26579
H 1.41074 -1.64170 0.93748
H 3.35327 -0.09078 1.56275
H 2.81611 1.03869 0.20503
H 0.70999 1.14974 1.20969


# 4
7
Properties=species:S:1:pos:R:3 method="wB97M-V/def2-TZVPD" lumo_energy_ev="-0.94 / -0.80" energy_ha=-2152.5264 gap_ev="7.441 / 7.048" spin_multiplicity=1 de_lowest_kcal_mol=56.40
C 1.21141 0.81661 0.12854
C -0.96693 -0.50712 -0.10776
S 0.66400 2.17461 0.62402
Cl -2.16210 0.31306 -1.21206
Cl -0.42655 -1.98612 -0.76287
Cl -1.24928 -0.59610 1.54807
I 2.92945 -0.21494 -0.21794


# 5
187
Properties=species:S:1:pos:R:3 method="wB97M-V/def2-TZVPD" total_charge=+9 lumo_energy_ev=-14.51 energy_ha=-5328.0937 gap_ev=5.769 spin_multiplicity=1 de_lowest_kcal_mol=0.00
C 19.31781 26.93178 16.97645
N 19.50004 28.31750 16.50444
C 20.26125 29.15694 17.24036
C 20.40990 30.45514 16.83256
C 19.72103 30.89339 15.70659
C 18.95336 30.04991 14.97066
C 18.83988 28.73512 15.37310
C 19.75817 32.30103 15.26666
C 19.88175 32.60292 13.90556
C 19.74668 33.90742 13.50619
N 19.51642 34.86913 14.44170
C 19.42734 34.63871 15.73961
C 19.53490 33.32249 16.13882
C 19.44685 36.30164 14.05060
H 18.49554 26.89843 17.64392
H 20.17993 26.61978 17.54104
H 19.06612 26.26577 16.15742
H 20.67682 28.74147 18.14429
H 20.85332 31.14344 17.57080
H 18.47889 30.34474 14.07089
H 18.13549 28.02241 14.92365
H 20.13523 31.88914 13.15358
H 19.86711 34.24342 12.50852
H 19.20398 35.50142 16.37995
H 19.34176 33.12206 17.20971
H 20.42686 36.77680 14.37710
H 18.66232 36.72570 14.64410
H 19.27159 36.38645 12.95921
C 19.72513 18.68896 11.34431
N 20.62722 17.61385 11.58572
C 21.73473 17.43664 10.84390
C 22.44607 16.26019 11.00590
C 22.15148 15.33855 12.02393
C 21.03175 15.62023 12.77498
C 20.27813 16.74000 12.57240
C 22.99826 14.06932 12.09661
C 22.33062 12.86897 11.98744
C 23.07621 11.70416 11.92335
N 24.40887 11.73885 12.00226
C 25.10883 12.89744 12.01419
C 24.41670 14.08467 12.11163
C 25.20188 10.43211 12.06274
H 18.87188 18.33462 10.71257
H 20.27245 19.50931 10.84027
H 19.32494 19.01849 12.33354
H 21.97476 18.17092 10.09625
H 23.38310 16.14818 10.38630
H 20.70049 14.99876 13.57495
H 19.43198 16.97773 13.21121
H 21.29620 12.82109 11.88282
H 22.71194 10.70240 11.72334
H 26.19333 12.81921 11.95080
H 24.86393 15.08204 12.17567
H 25.17073 10.04945 13.09579
H 26.20757 10.58674 11.77091
H 24.78477 9.70114 11.38395
C 11.77704 32.91368 21.39068
N 11.60699 32.06074 20.10554
C 10.94066 32.57020 19.09612
C 10.85173 31.86349 17.90098
C 11.38625 30.57862 17.76290
C 12.21945 30.20650 18.81433
C 12.29931 30.93322 19.96470
C 11.27936 29.84642 16.52600
C 10.30969 30.23555 15.59641
C 10.28999 29.58424 14.35457
N 11.12661 28.56474 14.11009
C 11.99093 28.14671 15.04984
C 12.12255 28.76045 16.24994
C 11.17401 27.97601 12.71201
H 11.84201 33.94034 21.12822
H 12.66153 32.63232 21.94589
H 10.84312 32.69361 21.92227
H 10.52848 33.54195 19.23913
H 10.32911 32.37389 17.08908
H 12.81498 29.30687 18.77187
H 12.96906 30.69794 20.77616
H 9.55416 30.90021 15.97142
H 9.62132 29.85139 13.57128
H 12.55346 27.26979 14.74619
H 12.90882 28.47418 16.96294
H 10.12466 27.81449 12.46004
H 11.75516 27.06756 12.77086
H 11.64945 28.73666 12.08675
C 14.47587 20.88520 16.14001
N 13.59977 21.06405 17.35675
C 12.90434 20.06197 17.86020
C 12.08928 20.25978 18.95710
C 11.89520 21.56043 19.43052
C 12.65847 22.56475 18.91001
C 13.46195 22.32160 17.87161
C 10.85972 21.74286 20.46613
C 11.25206 22.37779 21.63320
C 10.30832 22.55773 22.63800
N 9.03372 22.17468 22.38055
C 8.63220 21.60796 21.22501
C 9.54112 21.39207 20.23788
C 7.99856 22.10075 23.53609
H 13.96642 20.55226 15.23659
H 15.16158 20.11512 16.44011
H 14.98028 21.78631 15.83873
H 13.05208 19.09190 17.37203
H 11.48648 19.45809 19.32613
H 12.57153 23.59882 19.20671
H 13.91156 23.10133 17.24133
H 12.30393 22.57745 21.83334
H 10.50763 22.88238 23.61599
H 7.62194 21.33898 21.11546
H 9.29208 21.00933 19.21238
H 7.95133 23.04790 24.03086
H 8.25761 21.30171 24.22362
H 7.06738 21.82093 23.07568
C 9.31623 19.61352 9.73550
N 10.43866 20.47082 9.14950
C 11.46446 20.75725 9.99300
C 12.48010 21.46242 9.48975
C 12.49303 21.85070 8.14484
C 11.34864 21.65596 7.35953
C 10.31782 20.97017 7.89338
C 13.64247 22.51708 7.56662
C 13.85921 22.41094 6.20112
C 14.98458 23.01448 5.68360
N 15.95229 23.56038 6.48551
C 15.77255 23.57945 7.81747
C 14.62440 23.10653 8.37786
C 17.21656 24.10778 5.93045
H 8.74777 19.17444 8.96014
H 8.64397 20.25802 10.33498
H 9.73233 18.81071 10.32929
H 11.44551 20.25200 10.98233
H 13.30600 21.65871 10.15497
H 11.25718 22.12809 6.41303
H 9.39071 20.68750 7.38110
H 13.09542 21.99853 5.51056
H 15.20031 23.06143 4.65044
H 16.51906 24.03556 8.43286
H 14.55746 23.06638 9.47538
H 17.92300 24.05827 6.75342
H 17.11917 25.14076 5.52271
H 17.57312 23.47172 5.11106
C 23.33958 24.34671 12.92540
N 24.21412 25.54927 12.76759
C 25.25153 25.81563 13.59374
C 26.15092 26.78977 13.22824
C 25.89447 27.61123 12.11025
C 24.76460 27.43430 11.36456
C 23.98147 26.33396 11.71365
C 26.90334 28.62170 11.67329
C 27.69304 29.37315 12.53283
C 28.48780 30.35579 12.01576
N 28.48639 30.68991 10.72163
C 27.71509 29.96307 9.88994
C 26.96802 28.93271 10.30496
C 29.34761 31.81061 10.27555
H 23.43179 23.98754 13.97386
H 23.74839 23.63852 12.24912
H 22.31295 24.56205 12.61941
H 25.37526 25.20787 14.46063
H 27.01484 27.04312 13.87205
H 24.44641 28.10580 10.54552
H 23.05888 26.09646 11.19146
H 27.76575 29.25214 13.60286
H 29.08933 30.99446 12.64773
H 27.78000 30.31630 8.88160
H 26.43100 28.40738 9.51861
H 30.28740 31.44134 9.87398
H 29.52390 32.44522 11.14469
H 28.85637 32.40943 9.50112
N 12.13360 22.85435 13.14472
S 13.34572 23.80550 13.24618
O 14.65739 23.21722 13.17150
O 13.23658 24.94397 14.18250
F 13.21209 24.58330 11.80430
S 11.40265 21.99501 14.10309
O 11.03150 22.54436 15.38641
O 11.82174 20.64554 13.94686
F 9.99994 22.03425 13.11207
O 16.56238 26.19930 17.88432
C 15.96183 26.98872 16.86929
O 14.75504 27.33503 17.03323
O 16.74786 27.10591 15.95044
H 15.84290 26.07560 18.52000
O 18.74734 24.31434 12.64449
C 19.96130 24.94360 11.88867
O 20.33734 26.07941 12.30576
O 20.30442 24.23216 10.95219
H 18.44218 25.21105 12.96344


# 6
18
Properties=species:S:1:pos:R:3 method="wB97M-V/def2-TZVPD" lumo_energy_ev="0.62 / 0.62" energy_ha=-326.9643 gap_ev="8.942 / 8.935" spin_multiplicity=1 de_lowest_kcal_mol=104.82
C 0.02959 -0.44432 -2.27812
C -1.28477 0.23334 1.18285
C 0.90791 -0.83738 1.04909
C 0.58050 1.33064 -0.18509
C -0.07402 0.04747 0.28568
N -0.47019 -0.76209 -0.92170
O -1.17651 -1.74322 -0.71397
H -0.10571 -1.25826 -2.98705
H 0.35900 0.66610 -2.51381
H -0.88721 0.84585 2.06232
H -1.98722 0.98263 0.83885
H -1.78980 -0.65763 1.25386
H 1.80863 -0.96685 0.50228
H 0.57917 -1.79258 1.21088
H 1.20232 -0.45102 2.05672
H -0.05087 1.93200 -0.72060
H 1.04947 1.85456 0.72627
H 1.30969 1.02076 -0.84846